This record from OMol25 describes a cluster of 2 separate species, C3H11N3 in total. The level of theory is the ωB97M-V functional and the def2-TZVPD basis.

The geometry in XYZ format:
```
17
Properties=species:S:1:pos:R:3:forces:R:3
C 0.553 3.139 0.710 -1.020 0.373 -0.171
C 0.919 2.106 -0.068 1.171 0.834 -0.122
N 0.939 2.151 -1.454 0.518 -0.106 0.214
H 0.431 4.141 0.305 -0.401 -0.222 -0.495
H 0.011 3.036 1.640 1.030 -0.330 0.607
H 1.541 1.309 0.333 -1.176 -0.787 0.226
H 0.901 3.076 -1.850 -0.155 0.047 -0.171
H 1.618 1.546 -1.890 0.018 0.159 -0.081
N -0.536 -3.145 -0.794 -0.770 -0.704 0.434
C -0.509 -1.929 0.005 -0.221 -0.239 -0.359
N -1.356 -1.952 1.206 0.561 -0.044 -0.097
H -0.172 -3.928 -0.258 0.513 0.159 0.075
H -1.514 -3.435 -0.848 0.007 0.322 -0.390
H 0.548 -1.752 0.217 -0.048 0.358 0.062
H -0.919 -1.150 -0.637 0.313 0.216 0.004
H -1.675 -1.009 1.382 -0.150 0.073 0.121
H -0.781 -2.204 2.002 -0.188 -0.109 0.143
```
Forces are in eV/Å.

Results
Relative energy (zero: lowest compared OMol25 entry of this formula, charge and spin): 44.0 kcal/mol
Structure (SMILES): C=CN.NCN

natural (NBO) population analysis, charges in e, atoms 1 to 5:
1. C -0.55
2. C 0.02
3. N -0.80
4. H 0.18
5. H 0.21